1.
Formula: C3H12N2O2
Source: the Open Molecules 2025 dataset
Level of theory: ωB97M-V/def2-TZVPD

Computed properties:
Molar mass (g/mol): 108.1
Gap between HOMO and LUMO (eV): 4.3
E_LUMO (eV): -4.108
HOMO (eV): -8.371
Electronic energy (Ha): -381.22985

```
19
Properties=species:S:1:pos:R:3:forces:R:3:lowdin_charge:R:1
C 0.0722 1.2096 -1.6275 0.7566 2.7792 -0.3240 -0.213
C -0.7323 -0.1924 -1.5661 -1.4913 -2.8980 2.0307 -0.241
O 0.0453 -1.2343 -1.8139 -0.0019 1.0376 -1.3856 -0.014
N 0.0436 1.7432 -0.3937 0.7406 0.2318 0.3242 0.210
C -0.4476 0.5801 2.4054 0.7285 1.1697 0.6624 -0.201
N 0.9780 0.3205 2.2019 -0.3290 -0.0794 -0.5599 -0.041
H 1.1149 0.9327 -1.8523 -0.3495 -0.7548 0.0238 0.172
H -0.3019 1.8918 -2.3744 -0.1317 -0.0230 -0.7029 0.109
H -1.6128 -0.1033 -2.2193 0.6098 0.6140 -0.6245 0.148
H -1.1949 -0.2928 -0.5447 0.6147 0.3197 -0.5549 0.126
H 0.3281 -1.6509 -0.8928 -0.5109 -1.2205 1.8274 0.004
H -0.2548 2.7347 -0.4154 -0.6022 -0.5648 0.0571 0.104
H -0.6196 0.8237 3.4588 -0.1668 -0.1171 -0.0029 0.066
H -1.0322 -0.2643 2.1317 -0.5946 -0.7672 -0.2192 0.049
H -0.7912 1.4641 1.8570 -0.0315 -0.0831 -0.1500 0.041
H 1.3311 0.9082 1.4489 -0.0148 0.1407 0.2957 0.027
H 0.5555 -3.0925 0.3826 -0.1162 0.3492 0.1136 -0.042
H 0.9970 -0.6049 1.7922 0.3722 -0.5542 -0.0354 0.018
O 0.1584 -2.2093 0.4163 0.5181 0.4202 -0.7756 -0.321
```
Forces are in eV/Å.

***

2.
Formula: C3H12N2O2
Source: the Open Molecules 2025 dataset
Level of theory: ωB97M-V/def2-TZVPD

Computed properties:
Molar mass (g/mol): 108.1
Gap between HOMO and LUMO (eV): 9.9
E_LUMO (eV): 0.899
HOMO (eV): -9.024
Electronic energy (Ha): -381.41726

```
19
Properties=species:S:1:pos:R:3:forces:R:3:lowdin_charge:R:1
N 0.9922 2.2107 0.3791 -0.3840 0.0568 -1.2591 0.023
C 0.7614 1.0223 -0.5410 -2.2752 1.1069 2.2264 -0.362
C 0.0360 0.0485 0.4322 -2.6082 -1.2074 -2.0443 -0.258
O 0.9312 -0.8852 1.0090 0.2025 0.4918 -0.2769 -0.067
C 0.0114 1.4258 -1.8024 -0.1423 0.0129 -2.1090 -0.213
N -1.5693 1.6849 -1.8886 3.6897 -2.3943 0.0363 0.010
H 1.9568 2.1483 0.5659 1.3364 0.5575 0.6738 0.039
H 0.7924 3.1502 -0.0092 0.2980 -1.0594 -0.0916 0.074
H 1.6703 0.5536 -0.8948 0.4450 0.0453 0.1927 0.127
H -0.5619 0.5876 1.2100 0.8605 -0.1150 -0.7316 0.120
H -0.7926 -0.5297 -0.1707 1.4564 0.7462 0.8438 0.132
H 0.6227 -0.9860 1.9011 0.0992 -0.3515 0.6137 0.070
H 0.5976 2.3527 -2.1867 -1.0870 -1.3586 0.3911 0.121
H 0.1975 0.6049 -2.5947 -0.2247 1.1740 1.3004 0.121
H -1.5859 2.6668 -1.8592 -0.6746 1.4813 -0.3058 0.013
H -1.6119 1.3491 -2.8610 -0.9903 0.8166 0.5358 0.050
H -1.3447 -6.3349 2.9671 -1.6127 -1.7643 0.4915 -0.012
H -0.3568 -5.3970 3.6065 -0.4799 -0.3184 -1.2779 0.062
O -0.7463 -5.6724 2.7374 2.0912 2.0795 0.7906 -0.050
```
Forces are in eV/Å.

***

3.
Formula: C3H12N2O2
Source: the Open Molecules 2025 dataset
Level of theory: ωB97M-V/def2-TZVPD

Computed properties:
Molar mass (g/mol): 108.1
Gap between HOMO and LUMO (eV): 10.3
E_LUMO (eV): 1.035
HOMO (eV): -9.229
Electronic energy (Ha): -381.36726

```
19
Properties=species:S:1:pos:R:3:forces:R:3:lowdin_charge:R:1
C -1.4007 0.5490 -0.7391 -0.0951 0.3021 -0.0861 -0.321
N -1.6501 0.2069 0.6454 -0.1258 0.2143 0.2477 -0.097
N -1.4491 -0.6205 -1.6072 -0.0830 0.0013 0.1127 0.015
O -3.0232 -0.2162 0.7849 0.1329 -0.0091 -0.1417 -0.096
H -3.4251 0.4576 1.3484 0.2518 -0.0933 -0.0976 0.083
H -1.1215 -0.6357 0.8655 -0.1112 0.0515 -0.1047 0.100
H -2.3948 -0.9898 -1.6191 0.0864 0.0331 -0.1464 0.060
H -1.1766 -0.3811 -2.5532 -0.0790 -0.0541 0.0329 0.064
H -2.1098 1.3495 -1.0055 -0.0302 -0.2449 0.0906 0.114
H -0.4031 0.9907 -0.7849 -0.0230 -0.2017 0.0761 0.093
C 2.3223 -0.4553 -0.5588 1.0203 -0.9271 0.3736 -0.208
C 1.6874 0.3643 1.5788 -0.6056 1.6480 -2.9840 0.000
O 1.7236 0.6721 -0.0252 -0.5035 -0.7270 4.1447 -0.268
H 1.6202 -1.2960 -0.6021 -0.0022 -0.0471 -0.2651 0.077
H 3.1345 -0.7657 0.1574 -0.1550 -0.0026 -1.1300 0.085
H 2.7117 -0.2184 -1.5541 0.0358 -0.1769 0.1500 0.085
H 1.4365 -0.6433 1.9148 0.2363 -0.3222 -0.9150 0.073
H 0.8281 0.9734 1.8511 0.5241 0.4230 0.4476 0.062
H 2.6896 0.6584 1.9028 -0.4738 0.1326 0.1948 0.079
```
Forces are in eV/Å.